# 1
# C27H39F6N4O19

A 7-piece molecular cluster, C27H39F6N4O19 overall (the ωB97M-V functional and the def2-TZVPD basis, the Open Molecules 2025 dataset).

Charge ... +1
E_LUMO ... -2.42 eV
HOMO level ... -11.6 eV
HOMO-LUMO gap ... 9.148 eV

Element x y z (Å)
C: 1.9715 4.0595 2.5038
C: 0.1039 -0.7682 0.0123
C: 5.6358 7.1154 2.5451
H: -2.3973 1.7864 -8.6004
O: -1.4881 2.6088 -5.6300
H: -0.2800 1.7546 -0.2775
C: 0.7686 4.7915 1.8477
H: 4.0919 1.7463 3.3140
C: 0.4192 -2.1932 0.5045
O: -1.6247 2.2484 -1.7757
C: -2.0788 1.1939 -2.5320
O: 5.9861 7.4574 3.6146
C: 4.5554 7.1496 0.5623
H: 5.3340 0.1548 2.1909
O: -1.3072 -6.0270 0.2367
C: -7.2703 -0.2108 -0.8202
N: -0.8257 -2.9365 0.7565
H: -2.0234 3.9856 -2.8037
H: -0.9382 -0.5457 0.2474
H: -4.3314 3.2535 -3.1959
H: -0.4449 -5.4062 5.6940
O: -0.1569 -7.8571 3.6421
H: 1.7439 -8.8825 0.7718
F: 3.0231 -6.5235 -0.5885
O: -3.2218 3.9174 -5.0569
H: 1.0932 -6.3075 5.5647
O: 0.9158 -5.8975 -0.0798
C: -7.4853 -1.0588 -2.0619
N: 0.3251 3.9477 0.7145
H: 3.2908 -1.9234 1.6736
C: -0.1169 -6.4625 3.7918
C: 0.0362 -6.2922 5.2919
H: 2.5920 0.8065 3.1473
F: 3.2880 6.8473 0.1636
C: 0.9147 2.7064 0.9635
O: -6.5908 0.9313 -1.3540
C: -1.9653 2.4515 -7.8605
H: 2.0303 0.2214 0.1988
H: 6.0651 5.7727 -0.2573
H: 4.1477 0.1002 0.9104
O: -1.4479 0.2069 -2.7092
H: 1.0372 -2.1376 1.4119
H: -8.2316 0.0977 -0.4076
C: 4.2712 0.0118 1.9932
O: 6.2745 6.2171 1.7537
H: 0.2002 -0.7246 -1.0736
H: 1.4743 -8.4709 -0.9470
H: -0.0219 4.8573 2.5934
H: 1.0037 -2.7179 -0.2528
H: -4.4040 2.4652 -1.6002
O: -0.0096 -7.8618 0.3690
H: -0.7598 -3.8593 0.3399
C: 5.4540 5.9270 0.6263
H: -1.3062 3.1774 -8.3381
F: -8.6487 -1.7412 -2.0282
O: 3.0579 2.0430 1.5527
O: -0.6029 -7.4663 5.7861
C: -3.7693 2.6985 -2.4554
C: 3.4844 1.1578 2.6221
C: -1.2339 1.7471 -6.7301
C: -6.8710 1.0207 -2.6779
F: 0.9580 -5.9841 3.0942
H: 2.3135 -6.5294 1.2706
H: -0.9170 -3.1213 1.7476
H: -1.6088 0.7518 -6.4872
C: -2.4811 3.3682 -2.0316
C: -2.6357 3.2954 -5.8797
C: 1.9925 -6.7576 0.2558
C: 3.8319 -1.3879 2.4562
O: -7.5415 -0.0826 -3.0860
F: -2.5996 4.0896 -0.8930
H: 2.9553 4.5145 2.3874
C: 1.3694 -8.1315 0.0842
H: 1.7488 3.9369 3.5636
H: -6.6767 -1.7570 -2.2851
H: 1.1055 0.1543 1.7050
C: 1.0232 0.2782 0.6178
H: 0.7526 4.2800 -0.1481
N: 0.4886 1.6269 0.3833
H: -6.6626 -0.6838 -0.0558
C: -0.6026 -8.4122 4.8153
H: 0.9943 5.7998 1.5069
C: -0.2471 -6.5578 0.1760
F: 0.0987 1.6720 -6.9350
H: 3.1874 -1.3375 3.3378
O: 4.5123 7.5680 1.9046
H: 4.9322 7.9572 -0.0662
O: -3.2825 1.4691 -3.0274
N: 1.9130 2.7379 1.8691
O: -3.0052 3.1443 -7.1584
O: -0.9378 -9.5319 4.9443
H: 4.8580 5.0336 0.8296
H: 4.6906 -1.9985 2.7327
H: -1.0197 -6.0236 3.3624
O: -6.5577 1.9233 -3.3751

Atoms 1-2, force components in eV/Å:
C -0.080 -0.113 0.246
C 0.211 -0.003 -0.170

Here are the Löwdin charges for atoms 1 to 2, given in e: number 1, C, carries -0.0509; number 2, C, carries -0.1669

---

# 2
# C27H39GaO6

C27H39GaO6 as an isolated structure in a non-equilibrium geometry (the ωB97M-V functional and the def2-TZVPD basis, the Open Molecules 2025 dataset).

Energy relative to the best compared isomer or geometry (same formula, charge and spin) ... 8.0 kcal/mol
Charge ... -2
E_LUMO (spin up / spin down) ... 3.76 / 3.76 eV
HOMO level (spin up / spin down) ... 0.9 / 1.2 eV
HOMO-LUMO gap (spin up / spin down) ... 2.858 / 2.528 eV

Element x y z (Å)
C: 0.0602 -2.6011 -8.1386
C: 0.0994 0.0190 3.8686
C: 1.3229 -0.3168 -6.7459
H: 3.3906 -0.7935 -8.2239
H: 1.2169 -0.4971 5.6464
H: 0.1539 -1.8142 -5.0109
C: 2.4987 -0.8575 0.7121
C: 0.2999 1.5135 4.0843
H: -2.8771 2.8426 -2.2944
H: -2.5998 -0.6728 2.3820
C: -0.6408 -2.5008 0.3521
O: 2.1441 -0.9112 -6.0578
C: 3.0452 0.2454 -8.1646
O: -0.5528 0.5201 -2.0281
Ga: -0.0816 0.3525 -0.2119
H: -3.2114 -0.3888 -0.1599
H: -2.1100 -0.6921 -3.7140
H: -1.5248 -1.3121 4.4427
C: -2.4063 -1.0155 0.2229
H: -3.6214 1.6357 -3.3841
H: -1.4919 -1.7607 -5.7500
H: -3.4708 3.3353 -3.8881
C: 2.3454 0.3223 1.4798
C: -0.3224 1.2612 -5.8279
C: -0.6725 -1.1643 -5.3199
C: -1.6397 2.2449 -3.8892
H: 0.3706 1.7194 5.1668
O: 0.1313 -0.3955 2.5449
H: 1.0967 -2.5268 -8.4912
H: -0.5308 -2.5715 2.5429
H: -2.4117 1.0239 -5.3893
C: -1.4738 1.1276 -4.8124
H: 2.5162 -1.1969 -1.5027
C: -0.9048 -0.3271 -7.7192
H: -1.6048 -2.0358 -1.6268
C: -1.1794 -0.3058 -4.1625
H: 2.5156 0.4253 2.5414
H: 2.2009 1.5029 -1.6483
H: -1.9859 0.4008 4.2503
C: -0.1409 -0.1660 -6.3888
H: -0.4437 -3.4002 -8.6868
H: -1.0429 -0.1014 5.6533
C: -1.5241 -1.8679 -0.5484
O: -1.7008 0.5237 -8.0701
C: -2.0930 -1.1930 1.5812
C: -1.2026 -0.2806 4.5857
H: 3.1710 0.7584 -9.1156
H: 1.0667 -1.7986 4.4103
H: 0.0216 -2.8192 -7.0619
O: -0.6602 -1.3921 -8.5194
H: -0.0843 3.6704 -4.3582
H: 0.5979 1.5769 -5.3108
O: 1.6421 0.2930 -7.8993
H: 2.1000 2.4638 0.8952
H: 0.2951 2.5569 -3.0276
C: -0.9165 -2.0127 1.6883
H: -0.5431 1.9513 -6.6508
C: -0.5213 3.1150 -3.5135
C: -2.9708 2.5181 -3.3402
C: 2.3896 -0.5254 -0.6579
H: 2.1792 -0.4236 4.1602
C: 1.2205 -0.7301 4.5771
C: 2.1468 1.4169 0.6022
H: 0.0894 -3.2692 0.1019
H: 0.2408 -1.2522 -2.7999
C: 2.1473 0.8998 -0.7468
H: 3.5981 0.7502 -7.3633
H: -0.8823 3.8447 -2.7779
H: 2.7225 -1.8409 1.1204
H: -0.5663 2.0647 3.6981
H: 1.2245 1.8682 3.6227
C: -0.0694 -0.2333 -3.1122
H: 0.8329 0.2259 -3.5624

Atoms 1-2, force components in eV/Å:
C -0.234 0.595 0.007
C 0.229 -0.619 -1.730

Here are the Löwdin charges for atoms 1 to 2, given in e: number 1, C, carries -0.0187; number 2, C, carries -0.7776

---

# 3
# C27H39N3O4

C27H39N3O4 as an isolated structure in a non-equilibrium geometry (the ωB97M-V functional and the def2-TZVPD basis, the Open Molecules 2025 dataset).

Energy relative to the best compared isomer or geometry (same formula, charge and spin) ... 433.7 kcal/mol
E_LUMO ... -0.21 eV
HOMO level ... -8.9 eV
HOMO-LUMO gap ... 8.720 eV

Element x y z (Å)
H: 13.9060 -13.9415 12.1380
C: 10.3294 -15.0919 14.6550
C: 8.0520 -12.7985 14.0343
H: 8.7430 -9.1218 13.5014
C: 13.4989 -12.8395 14.3351
C: 8.9294 -12.5808 17.7831
C: 12.9433 -11.3659 18.5982
C: 15.6557 -13.6451 11.0849
H: 8.1831 -14.1300 19.9890
C: 15.1022 -13.0010 9.7725
H: 9.4167 -12.2019 16.8848
C: 7.0496 -11.8907 13.5393
H: 14.3772 -12.9050 14.9773
N: 12.4835 -15.4784 13.9891
H: 11.3540 -14.3230 16.4585
O: 11.1607 -12.0773 14.7658
C: 13.6292 -15.3869 13.3058
H: 10.0859 -12.9156 14.8194
H: 8.0547 -13.0552 17.3381
H: 12.0449 -10.8120 18.8704
C: 8.4523 -10.1130 13.8165
H: 6.0790 -12.2077 13.1872
C: 9.5327 -14.8236 15.7334
H: 14.7252 -9.9083 16.0554
H: 11.5859 -15.9131 15.8964
C: 9.1601 -13.6473 20.0133
H: 11.8677 -12.9604 17.3083
C: 14.8603 -15.7471 13.9095
H: 13.1406 -10.6850 15.7788
C: 12.1597 -12.7590 15.1105
C: 12.4790 -15.8907 15.2895
C: 14.0844 -10.7493 16.3202
H: 9.5138 -13.8645 16.2296
C: 14.8317 -13.3970 12.3243
H: 9.1187 -12.6250 20.3890
H: 15.6123 -13.4458 8.9181
C: 12.1399 -13.5677 16.4451
H: 12.6082 -12.1773 17.9521
O: 16.7080 -14.2335 11.0847
H: 10.8978 -14.3085 14.1756
H: 15.3153 -13.8739 13.1768
C: 8.9824 -17.1392 15.7990
C: 9.4791 -10.9608 14.2326
H: 7.7578 -13.8359 14.0943
H: 8.1346 -15.5199 17.1149
H: 9.8055 -14.2844 20.6179
N: 7.2982 -10.5937 13.3995
C: 10.3658 -16.3594 14.1306
H: 14.5740 -12.3488 12.4759
C: 14.8856 -16.2098 15.2412
H: 15.7825 -15.6208 13.3617
C: 8.7351 -15.8384 16.2756
N: 9.7331 -17.4447 14.7141
H: 13.5830 -14.9258 12.3302
O: 10.9002 -13.8406 18.2334
H: 13.0167 -14.1340 16.7591
O: 14.2926 -9.3625 18.3085
H: 14.0541 -13.2944 9.7133
H: 14.4694 -11.7488 16.1184
H: 13.5007 -13.6825 13.6441
C: 13.7792 -10.4275 17.7696
H: 8.6120 -11.6977 18.3376
H: 13.5511 -16.6887 16.9164
H: 8.5491 -17.9915 16.3012
H: 13.5809 -11.6998 19.4167
H: 13.6312 -11.9721 13.6885
H: 11.0416 -16.5499 13.3100
H: 15.7481 -16.5824 15.7738
H: 15.1859 -11.9209 9.8928
C: 13.6692 -16.3389 15.9014
H: 10.4124 -10.6287 14.6628
C: 9.8012 -13.4296 18.6404
C: 9.3112 -12.3242 14.3541

Atoms 1-2, force components in eV/Å:
H 1.229 3.071 -0.977
C -2.863 0.958 -1.144

Here are the Löwdin charges for atoms 1 to 2, given in e: number 1, H, carries 0.0412; number 2, C, carries -0.1801